{
  "formula": "C4H12",
  "method": "ωB97M-V with the def2-TZVPD basis set",
  "elements": ["C", "C", "H", "H", "H", "H", "H", "H", "C", "C", "H", "H", "H", "H", "H", "H"],
  "coordinates": [[-0.904, 1.352, 0.859], [-2.160, 2.206, 0.926], [0.009, 1.917, 1.083], [-0.915, 0.549, 1.597], [-0.766, 0.877, -0.111], [-2.078, 3.054, 0.245], [-3.057, 1.664, 0.615], [-2.301, 2.627, 1.922], [1.029, -1.216, -0.818], [2.038, -2.343, -1.006], [0.158, -1.561, -0.261], [1.404, -0.387, -0.212], [0.673, -0.783, -1.756], [2.567, -2.548, -0.075], [2.780, -2.141, -1.778], [1.524, -3.267, -1.230]],
  "homo_lumo_gap_ev": 12.877,
  "molar_mass_g_mol": 60.14,
  "smiles": "CC.CC"
}

***

{
  "formula": "C4H12",
  "method": "ωB97M-V with the def2-TZVPD basis set",
  "elements": ["C", "C", "H", "H", "H", "H", "H", "H", "C", "C", "H", "H", "H", "H", "H", "H"],
  "coordinates": [[0.157, 1.622, -0.705], [0.933, 1.796, -1.974], [0.033, 0.590, -0.477], [0.578, 2.039, 0.231], [-0.875, 2.053, -0.865], [0.993, 2.851, -2.323], [0.587, 0.985, -2.796], [1.904, 1.328, -1.880], [-0.668, -1.106, 1.787], [-0.439, -2.281, 0.886], [-1.647, -0.953, 2.093], [-0.059, -1.138, 2.698], [-0.392, -0.127, 1.452], [-0.782, -1.927, -0.126], [0.620, -2.579, 0.725], [-0.943, -3.154, 1.273]],
  "homo_lumo_gap_ev": 12.311,
  "molar_mass_g_mol": 60.14,
  "smiles": "CC.CC"
}

***

E_LUMO, record by record: 1.123; 1.088 eV
E_tot, record by record: -4342.4575; -4341.7199 eV
ΔE to the lowest compared entry with this formula, charge and spin, record by record: 1.6; 18.6 kcal/mol